1.
75
Properties=species:S:1:pos:R:3:forces:R:3:lowdin_charge:R:1 method="wB97M-V/def2-TZVPD" total_charge=0 lumo_energy_ha=0.01874 gap_ev=9.90
O 1.41169 3.99643 -4.83032 -0.496 1.555 0.747 -0.351
S 1.66471 2.67267 -5.25547 1.565 -0.784 -0.494 0.924
O 0.96838 1.73405 -4.14366 -0.338 0.219 -0.911 -0.336
C 1.33905 0.34178 -4.28602 -0.324 -0.642 0.496 -0.222
C 0.27939 -0.53557 -3.62247 0.448 -0.031 0.051 -0.148
C -0.50545 0.16768 -2.55352 -0.594 -0.437 0.010 -0.179
F -1.48776 -0.73058 -2.09339 0.001 0.165 -0.187 -0.087
O 0.75174 2.54395 -6.69688 -0.804 -0.769 1.578 -0.377
P -0.85237 2.33910 -6.62926 -0.155 0.181 -1.404 0.203
O -1.35645 2.34555 -7.97393 -0.332 0.013 -2.003 -0.222
O -1.49743 3.41118 -5.71299 0.266 0.722 1.143 -0.058
O -1.22314 1.00375 -5.89433 0.625 -0.671 0.597 -0.077
H 2.29489 0.18320 -3.80686 0.312 0.240 0.062 0.116
H 1.43092 0.04370 -5.32420 0.109 0.232 -0.296 0.113
H -0.38515 -0.97239 -4.35381 -0.349 0.088 -0.133 0.107
H 0.79854 -1.35888 -3.14665 0.126 -0.324 0.039 0.123
H 0.10707 0.42522 -1.69693 0.123 0.219 0.134 0.126
H -1.04229 1.02020 -2.93772 -0.031 0.361 -0.017 0.116
H -1.25584 4.30556 -6.00234 -0.113 -0.129 0.228 0.115
H -1.07562 0.30414 -6.55460 -0.344 0.003 0.278 0.115
N 4.63485 1.33024 -5.54554 0.138 0.046 -0.215 0.050
C 4.44583 1.77148 -6.78903 0.010 -0.070 0.034 -0.168
C 5.45725 1.90105 -7.72732 0.005 0.004 0.002 -0.062
C 6.74593 1.56063 -7.35587 0.076 0.016 -0.066 -0.077
C 6.96691 1.10560 -6.06801 -0.007 -0.006 0.008 -0.070
C 5.88335 1.00847 -5.20979 -0.082 -0.085 0.219 -0.149
H 3.42815 2.03374 -7.04499 0.007 0.004 -0.140 0.062
H 5.23799 2.26246 -8.72228 -0.035 0.003 0.002 0.105
H 7.56462 1.64966 -8.05806 0.004 0.001 -0.003 0.107
H 7.95715 0.82964 -5.73370 -0.005 -0.007 0.032 0.102
H 6.01422 0.65114 -4.19419 0.069 -0.003 -0.005 0.105
N 0.51754 -2.77295 0.67621 -0.028 0.022 0.099 0.053
C -0.46847 -1.89084 0.50288 0.073 -0.112 -0.090 -0.167
C -1.05476 -1.18096 1.54070 0.055 -0.051 0.003 -0.066
C -0.59686 -1.39944 2.82999 -0.095 0.123 0.102 -0.079
C 0.42450 -2.31288 3.02802 0.018 -0.020 -0.022 -0.072
C 0.94492 -2.96821 1.92217 0.073 -0.067 -0.045 -0.160
H -0.79619 -1.75563 -0.51891 -0.052 -0.007 0.140 0.074
H -1.85047 -0.47581 1.34043 -0.002 -0.003 -0.034 0.103
H -1.02741 -0.86916 3.67054 0.011 -0.048 0.039 0.088
H 0.80892 -2.51236 4.01882 -0.005 -0.005 0.009 0.101
H 1.74778 -3.68950 2.03227 -0.001 0.002 0.062 0.100
N -1.85502 -1.24529 6.34699 -0.096 0.021 0.004 0.049
C -2.85592 -2.12250 6.38729 0.081 -0.084 -0.083 -0.160
C -4.03363 -1.91640 7.08831 -0.002 0.002 0.010 -0.078
C -4.18041 -0.73212 7.79139 -0.058 0.021 0.037 -0.085
C -3.14993 0.19204 7.76272 -0.028 -0.027 -0.001 -0.072
C -2.01345 -0.10969 7.02762 0.222 0.048 -0.085 -0.151
H -2.69813 -3.03704 5.82523 -0.060 -0.019 0.009 0.102
H -4.81376 -2.66506 7.08260 0.010 -0.020 -0.012 0.100
H -5.08446 -0.53302 8.35268 -0.005 -0.002 0.001 0.104
H -3.22136 1.12915 8.29737 0.042 0.017 -0.008 0.100
H -1.18605 0.59004 6.97820 -0.053 0.071 0.076 0.079
N -2.14843 -5.59809 -2.40379 -0.062 0.037 0.004 0.053
C -3.28238 -5.73453 -3.08636 0.048 -0.073 -0.070 -0.164
C -4.43974 -5.02398 -2.80846 -0.002 0.000 0.002 -0.080
C -4.41957 -4.12177 -1.75784 -0.059 0.042 0.025 -0.083
C -3.24974 -3.96745 -1.03418 -0.007 -0.009 -0.017 -0.073
C -2.14618 -4.72529 -1.39808 0.183 -0.028 0.053 -0.151
H -3.25482 -6.45341 -3.89837 -0.061 0.013 -0.017 0.100
H -5.33217 -5.17496 -3.40024 0.005 -0.017 -0.015 0.098
H -5.30247 -3.54759 -1.50737 -0.003 0.004 -0.002 0.104
H -3.18989 -3.27405 -0.20632 0.043 0.002 0.003 0.095
H -1.20728 -4.63237 -0.86179 -0.030 0.071 0.044 0.094
N 0.02209 2.80541 7.69123 0.014 0.048 0.012 0.050
C 1.08190 2.74618 8.49383 -0.013 -0.139 0.024 -0.151
C 1.86086 3.84466 8.82216 -0.005 0.010 -0.008 -0.073
C 1.52210 5.07445 8.28366 0.038 0.056 0.016 -0.081
C 0.42336 5.15489 7.44493 0.007 -0.004 0.010 -0.073
C -0.28990 3.99551 7.18378 -0.109 -0.049 -0.068 -0.153
H 1.31285 1.76351 8.89053 0.047 0.022 0.033 0.105
H 2.71029 3.73706 9.48215 0.003 -0.025 0.004 0.101
H 2.10528 5.95660 8.51403 0.003 0.004 0.001 0.105
H 0.12418 6.09471 7.00232 -0.021 -0.005 -0.014 0.101
H -1.15884 4.01329 6.53480 0.011 0.060 -0.017 0.104

---

2.
72
Properties=species:S:1:pos:R:3:forces:R:3:lowdin_charge:R:1 method="wB97M-V/def2-TZVPD" total_charge=+1 lumo_energy_ha="-0.17485 / -0.17718" gap_ev="6.41 / 6.42"
Pt -0.14528 -1.64906 1.08737 1.907 2.312 -2.837 0.823
O -4.01534 -3.42410 5.27293 -0.147 -0.085 0.344 0.145
C -4.51793 -2.42260 4.59120 0.012 0.201 -0.230 -0.505
O -5.53076 -1.84563 4.89284 -0.070 -0.058 -0.002 0.114
C -3.78412 -2.00520 3.35129 0.103 -0.059 -0.015 -0.031
C -4.30523 -1.15556 2.39868 -0.116 -0.050 0.170 0.020
N -3.37301 -1.00027 1.44476 -0.033 -0.058 -0.026 0.014
N -2.26696 -1.69835 1.72375 -0.190 -0.708 0.637 -0.083
C -2.49295 -2.31181 2.88039 -0.143 0.129 -0.005 -0.131
C -1.36438 -3.11334 3.48359 0.390 -0.025 -0.052 -0.571
O -1.61263 -3.91622 4.37862 -0.144 0.010 0.055 0.070
O -0.21873 -2.86686 2.98326 -0.262 -0.335 0.572 -0.169
H -3.11511 -3.71799 4.96113 0.070 0.041 -0.166 0.067
H -5.26200 -0.66220 2.36209 -0.029 -0.034 -0.010 0.148
H -3.43958 -0.47179 0.59149 0.029 -0.024 -0.022 0.124
N 1.24586 -3.63463 0.81858 -0.832 0.514 0.493 0.035
C 2.54381 -3.45938 0.22288 0.304 0.188 -0.247 -0.295
C 3.48066 -4.48379 0.18676 -0.124 -0.123 0.038 -0.007
C 4.72040 -4.26455 -0.39110 -0.029 -0.009 -0.015 -0.046
C 5.03598 -3.02606 -0.93464 0.003 0.043 -0.033 -0.051
C 4.10896 -1.99978 -0.89334 0.026 -0.054 -0.005 -0.065
C 2.86132 -2.22093 -0.31703 -0.178 0.062 0.238 -0.291
P 1.57391 -0.95043 -0.25846 -0.649 -0.730 0.113 0.919
C 2.47344 0.58533 0.04367 -0.211 -0.040 0.271 -0.381
C 2.20515 1.75858 -0.66027 0.088 -0.088 0.025 -0.131
C 2.91513 2.91229 -0.36929 0.022 0.072 -0.034 -0.060
C 3.88253 2.90344 0.62512 -0.006 -0.021 -0.022 -0.053
C 4.13176 1.74462 1.34897 0.040 0.030 0.044 -0.055
C 3.42566 0.58915 1.06594 -0.078 -0.046 -0.031 -0.080
C 0.94412 -0.86683 -1.96692 -0.301 0.053 0.186 -0.351
C 1.69457 -0.34754 -3.02002 0.040 -0.020 0.047 -0.085
C 1.15214 -0.29426 -4.29396 0.080 0.025 -0.048 -0.058
C -0.13053 -0.76728 -4.53035 -0.066 -0.033 -0.009 -0.062
C -0.87244 -1.31586 -3.49477 0.020 0.029 -0.047 -0.066
C -0.33745 -1.36322 -2.21715 0.098 0.056 0.011 -0.119
H 1.31130 -3.79098 1.82462 -0.164 -0.027 0.077 0.093
H 0.74959 -4.42565 0.42041 -0.054 0.030 -0.013 0.120
H 3.24129 -5.45027 0.61285 -0.006 0.001 0.012 0.125
H 5.44641 -5.06554 -0.41633 -0.001 -0.008 0.012 0.117
H 6.00434 -2.86405 -1.38752 0.007 0.012 0.010 0.116
H 4.35265 -1.02696 -1.30097 0.031 0.000 0.010 0.112
H 1.45971 1.75828 -1.44157 0.002 0.058 -0.019 0.068
H 2.71748 3.82123 -0.92234 0.001 -0.011 -0.025 0.114
H 4.45220 3.79922 0.83226 -0.030 0.024 0.028 0.115
H 4.87865 1.74897 2.13114 -0.001 -0.042 0.003 0.115
H 3.61236 -0.31945 1.62595 0.061 0.027 0.034 0.117
H 2.69825 0.02050 -2.84800 -0.001 0.031 -0.021 0.109
H 1.73192 0.11868 -5.10848 0.021 0.003 0.008 0.114
H -0.55074 -0.71574 -5.52586 0.017 -0.005 -0.015 0.114
H -1.86457 -1.70372 -3.68409 -0.002 -0.015 0.014 0.112
H -0.90312 -1.79190 -1.39702 -0.049 0.026 -0.072 0.062
C -3.90561 4.40354 -1.70138 0.310 -0.153 0.097 -0.206
Ge -2.15052 3.62129 -1.28283 0.041 -0.062 -0.009 0.789
C -1.04431 4.76549 -0.12769 -0.204 -0.140 -0.166 -0.210
C -1.16253 3.11245 -2.90877 -0.163 0.071 0.259 -0.198
C -2.53764 1.89731 -0.29948 -0.024 -0.169 -0.092 -0.547
Se -0.90813 1.14771 0.48206 0.598 -0.838 0.443 0.941
C -1.19981 1.62898 2.33635 -0.020 0.131 0.086 -0.333
H -3.77892 5.37503 -2.17748 0.021 0.002 -0.011 0.026
H -4.49455 4.54071 -0.79543 0.003 0.004 0.015 0.024
H -4.45554 3.75508 -2.38229 -0.007 -0.004 -0.007 0.024
H -0.76800 5.66198 -0.68307 0.017 0.002 0.003 0.027
H -0.12928 4.25426 0.17362 0.009 -0.025 -0.012 0.000
H -1.58557 5.08002 0.76410 -0.023 -0.022 0.010 0.026
H -0.93186 4.00298 -3.49308 0.001 0.009 -0.003 0.028
H -1.75384 2.43998 -3.52995 -0.021 -0.007 0.003 0.024
H -0.22339 2.61622 -2.66323 0.010 -0.021 0.021 -0.004
H -2.93050 1.17313 -1.01590 -0.031 0.029 -0.031 0.016
H -3.26461 2.04364 0.49977 0.000 -0.055 0.025 0.025
H -1.11526 2.70787 2.44118 -0.001 0.010 -0.012 0.032
H -0.42772 1.12953 2.91673 0.011 0.034 -0.007 0.033
H -2.18108 1.29230 2.66369 0.015 -0.068 -0.044 0.030

---

no.,molar mass (g mol⁻¹)
1,617.6
2,853.2